Record 1
DFT (ωB97M-V/def2-TZVPD) results for a cluster of 3 separate species, C6H10O2 in total at a distorted geometry.

Computed properties:
Spin multiplicity   1
Energy above the lowest of the compared OMol25 structures with the same formula, charge and spin   553.6 kJ/mol
LUMO level (spin up / spin down)   0.53 / 0.53 eV
Calculated total energy   -10473.432 eV
Gap between HOMO and LUMO (spin up / spin down)   8.03 / 8.03 eV

Element x y z (Å)
1 C -0.61798 -0.23835 -0.91199
2 C -1.25077 -1.33754 -0.10157
3 C 0.01491 1.06560 2.04702
4 C -0.33644 1.39773 0.62024
5 C 0.67784 0.15735 -0.78241
6 C 1.95767 0.38214 -0.76346
7 O 0.19575 -1.16821 -2.48561
8 O -0.84956 2.39640 0.23471
9 H 0.42019 -2.07651 -2.23888
10 H -1.25987 0.39117 -1.51768
11 H -1.78184 -1.99604 -0.78668
12 H -1.97522 -0.93207 0.60771
13 H -0.50179 -1.91905 0.43473
14 H -0.02365 1.96254 2.66812
15 H 1.01571 0.63578 2.10308
16 H -0.67954 0.31389 2.42365
17 H 2.40779 1.05982 -0.04817
18 H 2.58682 -0.09466 -1.50281

---

Record 2
DFT (ωB97M-V/def2-TZVPD) results for the molecule C6H10O2 at a distorted geometry.

Computed properties:
Spin multiplicity   1
Energy above the lowest of the compared OMol25 structures with the same formula, charge and spin   499.8 kJ/mol
LUMO level   0.93 eV
Calculated total energy   -10473.990 eV
Gap between HOMO and LUMO   9.33 eV

Element x y z (Å)
1 C -0.56865 -0.77215 -1.25618
2 C 0.54760 0.20212 -1.58869
3 C -0.67069 0.87456 1.49767
4 C -0.63957 0.91128 0.05825
5 C 1.96145 -0.34411 -1.29289
6 C -1.09048 -0.24414 2.36386
7 O 0.20298 1.38501 -0.91510
8 O -1.61046 1.59168 0.66790
9 H -1.42444 -0.81192 -1.92534
10 H -0.45978 -1.83942 -0.73744
11 H 0.66943 0.39603 -2.61442
12 H -0.00868 1.46806 2.02093
13 H 1.89345 -0.49810 -0.14221
14 H 2.68774 0.35756 -1.49829
15 H 2.00683 -1.20750 -1.86587
16 H -1.91758 0.16732 2.93087
17 H -0.13027 -0.59390 2.73554
18 H -1.44886 -1.04238 1.56141

---

Record 3
DFT (ωB97M-V/def2-TZVPD) results for a cluster of 3 separate species, C6H10O2 in total at a distorted geometry.

Computed properties:
Spin multiplicity   1
Energy above the lowest of the compared OMol25 structures with the same formula, charge and spin   29.3 kJ/mol
LUMO level   0.62 eV
Calculated total energy   -10478.867 eV
Gap between HOMO and LUMO   10.06 eV
SMILES string   c1ccccc1.O.O

Element x y z (Å)
1 C 1.26823 2.00791 0.71681
2 C 0.94193 1.52525 1.97043
3 C -0.40406 1.23977 2.22455
4 C -1.38550 1.59525 1.31117
5 C -1.03191 2.11090 0.06901
6 C 0.31525 2.18022 -0.28336
7 H 2.26588 2.36749 0.51435
8 H 1.62625 1.35875 2.79080
9 H -0.71351 0.69312 3.10101
10 H -2.43024 1.46129 1.57281
11 H -1.78070 2.46660 -0.63633
12 H 0.55935 2.46280 -1.29995
13 H 1.14931 -5.39432 -2.00569
14 H 0.57385 -3.98959 -1.93386
15 O 1.11044 -4.62472 -1.43172
16 H -0.01468 -2.18880 -1.97015
17 H -1.43651 -2.66660 -2.10639
18 O -0.61338 -2.60530 -2.60348

---

Record 4
DFT (ωB97M-V/def2-TZVPD) results for the molecule C6H10O3 at a distorted geometry.

Computed properties:
Spin multiplicity   1
Energy above the lowest of the compared OMol25 structures with the same formula, charge and spin   445.7 kJ/mol
LUMO level (spin up / spin down)   0.73 / -0.10 eV
Calculated total energy   -12522.153 eV
Gap between HOMO and LUMO (spin up / spin down)   7.21 / 5.65 eV

Element x y z (Å)
1 C -0.20966 0.77435 1.35505
2 C 0.43224 -1.47378 1.00613
3 C -1.29361 1.79426 1.26948
4 C -0.75268 -0.64559 -1.55795
5 C 0.71396 -0.64627 -1.25445
6 C 1.20715 -1.31773 -0.17218
7 O -0.49875 -0.46920 1.51957
8 O 1.03897 1.29846 1.43940
9 O 1.56428 -0.38247 -2.30572
10 H 1.68247 0.61397 1.14989
11 H 1.07430 -0.38743 -3.13452
12 H 0.90277 -1.91681 1.87214
13 H 2.28535 -1.41076 -0.12111
14 H -2.21223 1.44094 1.74046
15 H -1.01773 2.69885 1.81159
16 H -1.49453 2.03760 0.22895
17 H -1.25230 -1.45870 -1.01684
18 H -1.22828 0.27839 -1.20884
19 H -0.94172 -0.82808 -2.62106

---

Record 5
DFT (ωB97M-V/def2-TZVPD) results for a cluster of 2 separate species, C6H10O3 in total at a distorted geometry.

Computed properties:
Spin multiplicity   1
Energy above the lowest of the compared OMol25 structures with the same formula, charge and spin   566.5 kJ/mol
LUMO level (spin up / spin down)   -1.22 / -1.22 eV
Calculated total energy   -12520.902 eV
Gap between HOMO and LUMO (spin up / spin down)   8.04 / 8.04 eV

Element x y z (Å)
1 C -0.38995 -0.22899 0.47945
2 C 1.32566 -0.47302 0.26421
3 C 1.70124 -1.28348 1.50061
4 C -0.34021 0.88393 -0.45797
5 C -2.70436 0.88603 -0.55638
6 C 0.09319 1.72968 -1.33479
7 O -1.01893 -1.28692 0.04674
8 O 1.51877 -1.15963 -0.92619
9 O -3.06094 1.64806 -1.41761
10 H -2.09664 -0.09290 -0.72988
11 H 0.80400 -1.81847 -0.97799
12 H -0.64474 0.13271 1.49189
13 H 1.94982 0.42168 0.22228
14 H -3.10906 0.94232 0.47431
15 H 1.06190 -2.16197 1.58287
16 H 2.73933 -1.60476 1.40241
17 H 1.61191 -0.67603 2.40258
18 H -0.59348 2.35460 -1.89445
19 H 1.15248 1.78713 -1.57210

---

Record 6
DFT (ωB97M-V/def2-TZVPD) results for a structure of composition C6H10O3Yb at a distorted geometry.

Computed properties:
Spin multiplicity   3
⟨S²⟩   2.00
Charge   +2
LUMO level (spin up / spin down)   -9.87 / -13.29 eV
Calculated total energy   -44034.492 eV
Gap between HOMO and LUMO (spin up / spin down)   6.35 / 2.93 eV

Element x y z (Å)
1 O -1.38096 -0.37969 0.84376
2 Yb -4.26105 -0.17138 -1.53633
3 O -1.96238 0.61675 -1.04865
4 C -1.15630 0.42842 -0.13757
5 O 0.05192 0.94583 -0.10503
6 C 0.89035 0.85906 -1.29019
7 H 1.73807 1.50814 -1.04609
8 H 0.32963 1.26824 -2.13720
9 C 1.31954 -0.55297 -1.52684
10 C 1.15617 -1.18021 -2.69055
11 H 1.83644 -1.04545 -0.69830
12 H 1.55307 -2.18406 -2.84986
13 H 0.63731 -0.70446 -3.52590
14 C -0.19409 -0.48832 1.82009
15 C -0.22898 0.59746 2.86762
16 H -0.41944 -1.46830 2.25102
17 H 0.79440 -0.62440 1.36949
18 H -1.21666 1.07371 2.90973
19 H -0.02173 0.13768 3.84324
20 H 0.53470 1.36393 2.68755